139
Properties=species:S:1:pos:R:3:forces:R:3:mulliken_charge:R:1 method="wB97M-V/def2-TZVPD" homo_ha="-0.0657 / -0.2353" lumo_energy_ev="1.58 / 1.58" energy_ha=-10851.4049 spin_multiplicity=2 charge=-1 homo_lumo_gap_ha="0.124 / 0.293" s_squared=0.754
C 31.00355 14.36388 -3.95495 0.259 -1.137 1.433 -1.12
C 29.76289 15.07768 -4.35837 0.671 1.935 -0.420 0.46
O 28.76317 14.48647 -4.71553 -0.041 -0.119 -0.271 -0.73
N 29.88628 16.44559 -4.32779 1.264 -1.765 -0.309 0.03
C 28.97204 17.42882 -4.78615 -0.854 0.165 0.529 -0.22
H 31.80274 14.97805 -3.53999 -0.055 0.132 -0.353 0.31
H 31.38553 13.62037 -4.65452 -0.120 0.507 -0.532 0.31
H 30.68869 13.71723 -3.13594 -0.037 -0.023 0.326 0.28
H 30.63258 16.80978 -3.75290 0.020 -0.253 -0.167 0.25
H 28.11180 16.96543 -5.26920 -0.031 0.057 0.184 0.13
H 29.44155 18.13058 -5.47551 0.086 -0.029 -0.053 0.24
H 28.70126 17.93741 -3.86088 -0.721 0.572 -0.393 -0.22
C 24.46131 23.90929 -6.36034 1.065 0.419 -0.266 -0.59
C 25.90127 24.18822 -6.82575 0.617 -1.177 1.970 0.71
O 26.79485 24.34288 -5.99632 -0.421 0.361 -0.530 -0.61
N 26.14364 24.08392 -8.13558 -0.067 0.705 -1.341 -0.17
C 27.46313 24.22762 -8.75539 0.128 -1.270 -0.015 -0.73
H 24.54205 23.85206 -5.27484 -0.379 0.255 -0.159 -0.24
H 24.07645 22.95771 -6.72704 -0.018 0.100 -0.215 0.23
H 23.87401 24.75254 -6.72380 -0.461 -0.169 0.320 0.46
H 25.33024 23.87322 -8.69601 0.386 0.120 -0.219 0.24
H 28.22420 23.95615 -8.02383 -0.159 0.197 0.134 0.13
H 27.77058 25.15479 -9.23905 -0.669 0.443 0.407 0.28
H 27.53256 23.46922 -9.53520 -0.032 -0.072 -0.077 0.34
C 25.86028 13.37934 -3.19873 0.676 -0.040 -0.511 -0.43
C 25.42361 13.34991 -4.66815 0.608 -0.389 0.167 0.67
O 24.35168 12.84267 -4.97801 -0.337 0.336 0.083 -0.71
N 26.27311 13.90832 -5.56645 -1.653 -0.715 -0.239 -0.02
C 25.86841 14.21477 -6.95415 1.647 -0.223 0.491 -1.14
H 25.77643 12.40774 -2.71185 -0.600 0.104 -0.117 0.46
H 25.26417 14.13792 -2.69148 -0.159 -0.201 0.101 -0.12
H 26.90256 13.66246 -3.05182 0.095 0.291 -0.342 0.20
H 27.25391 13.94353 -5.32796 -0.085 0.563 0.038 0.50
H 26.66254 13.80329 -7.57716 0.109 0.138 -0.281 0.39
H 25.93217 15.30093 -7.01966 -0.513 0.027 -0.454 0.29
H 24.95760 13.77282 -7.35813 -0.195 0.180 0.863 0.31
C 20.43878 19.71848 -9.48084 1.142 0.020 -0.177 -1.16
C 21.17477 19.79916 -8.11842 -4.520 -1.227 1.258 0.68
O 20.43319 19.91653 -7.11758 1.195 0.686 -0.665 -0.63
N 22.43441 19.46432 -8.02317 1.957 -0.489 -0.404 -0.04
C 23.18657 19.25283 -6.78451 0.699 0.696 0.084 -0.56
H 20.86321 18.93171 -10.10450 0.352 0.033 -0.089 0.38
H 20.54448 20.65646 -10.02593 -0.165 0.035 -0.023 0.28
H 19.39015 19.43407 -9.39374 0.154 0.430 0.586 0.30
H 22.89709 19.21156 -8.88464 0.062 0.088 0.200 0.22
H 23.62956 18.26337 -6.67126 -0.470 -0.151 -0.175 0.39
H 22.63158 19.51974 -5.88515 -0.238 -0.209 -0.458 -0.12
H 24.04777 19.92091 -6.79516 0.087 0.089 0.016 0.18
C 25.57523 17.34698 -2.70927 -0.618 0.356 1.140 1.43
C 25.52531 18.41372 -3.76246 1.129 -0.035 3.400 0.08
O 25.46048 18.15827 -4.90268 -0.716 -1.639 -5.657 -0.64
N 25.70702 19.64925 -3.35015 0.248 1.475 1.150 2.09
C 25.89122 20.81562 -4.17684 -0.416 0.178 0.268 -1.34
H 26.51956 16.80324 -2.73546 -0.194 -0.246 -0.384 -0.20
H 24.67414 16.73790 -2.78108 0.274 -0.442 -0.296 -0.36
H 25.53849 17.79214 -1.71499 0.079 0.141 0.094 -0.65
H 25.70259 19.82302 -2.35523 0.129 -0.107 -0.134 -0.62
H 26.73664 21.37961 -3.78279 0.044 0.121 -0.156 0.11
H 24.99018 21.41828 -4.06267 -0.029 0.453 -0.220 0.38
H 26.02787 20.62061 -5.24051 0.085 -0.417 0.213 0.23
C 18.64531 18.19941 -5.02814 -1.045 1.148 0.176 -1.05
C 19.58149 18.31949 -3.83633 -2.962 -1.357 -2.253 0.75
O 19.21864 17.76755 -2.84045 -0.071 -0.898 2.958 -0.66
N 20.72341 18.88914 -4.02441 3.355 1.986 0.234 0.14
C 21.72324 18.97764 -2.96318 0.658 0.728 -0.821 -0.71
H 17.65594 18.01690 -4.60872 0.184 -0.886 0.133 0.36
H 18.94695 17.43230 -5.74134 -0.021 0.255 0.003 0.19
H 18.40917 19.16387 -5.47778 0.886 0.066 -0.690 0.34
H 20.88719 19.44234 -4.85341 -0.313 -0.248 -0.213 0.13
H 21.57862 18.17350 -2.24169 0.202 0.291 -0.091 0.42
H 21.83773 19.97436 -2.53712 -1.216 0.170 0.814 0.47
H 22.71324 19.03870 -3.41517 0.265 -1.291 -0.302 -0.33
C 21.94289 10.95181 -2.86884 1.176 -0.139 0.203 -0.92
C 21.34684 12.32026 -2.78270 -0.194 -0.635 -2.061 0.72
O 20.14146 12.47962 -2.79996 -1.137 0.157 0.878 -0.72
N 22.19928 13.33474 -2.87757 -0.243 0.083 0.227 0.35
C 21.80472 14.69131 -2.60611 1.867 0.474 -0.096 -1.01
H 21.92950 10.61218 -1.83320 -0.075 -0.662 -0.145 0.21
H 22.98736 10.98917 -3.17831 0.156 0.199 0.208 0.18
H 21.48999 10.27848 -3.59660 -0.642 0.187 0.452 0.35
H 23.17106 13.16135 -3.09131 -0.152 -0.123 0.011 -0.21
H 22.10269 14.87446 -1.57375 -0.621 0.475 0.369 0.26
H 20.80703 15.05436 -2.85292 0.033 -0.676 0.052 0.40
H 22.54969 15.24037 -3.18202 -0.271 0.678 -0.155 0.21
C 23.20301 21.44168 0.38901 -0.397 -0.961 0.425 -1.33
C 24.20415 20.32156 0.20002 0.493 0.172 0.009 0.60
O 24.93664 20.26033 -0.77633 0.242 0.144 0.143 -0.91
N 24.23854 19.40879 1.19550 -1.399 0.759 0.648 -0.12
C 25.20112 18.37596 1.41136 1.243 -0.055 -0.545 -0.51
H 22.80985 21.77759 -0.57052 0.110 0.031 0.178 0.24
H 23.56859 22.26351 1.00468 0.319 -0.020 -0.270 0.25
H 22.42799 20.95207 0.97868 -0.604 0.486 -0.133 0.51
H 23.47037 19.45508 1.84962 0.266 0.079 -0.064 0.23
H 25.19377 17.66851 0.58217 -0.095 -0.356 0.253 -0.05
H 25.07884 17.92322 2.39531 -0.349 -0.138 -0.265 0.40
H 26.20652 18.79692 1.41892 0.125 0.066 -0.108 0.18
C 27.96129 22.32148 -0.08169 -1.160 -0.513 -1.081 0.13
C 27.24304 23.44915 -0.80437 2.179 0.956 2.076 0.76
O 27.71420 24.57729 -0.75841 -0.667 0.465 -0.315 -0.75
N 26.18612 23.07853 -1.50449 -2.580 -0.481 -1.143 0.43
C 25.19262 23.98695 -2.10839 1.374 -0.093 -0.357 -0.94
H 27.27598 21.47455 -0.04748 0.215 -0.272 0.147 -0.32
H 28.34251 22.47673 0.92760 0.168 0.588 -0.451 0.43
H 28.69759 22.08562 -0.85001 0.615 -0.321 0.659 -0.15
H 25.89596 22.11608 -1.40662 -0.026 0.008 0.064 -0.30
H 25.51280 24.99933 -1.86211 -0.408 0.010 0.343 0.46
H 24.16826 23.73212 -1.83666 0.138 0.141 0.418 0.24
H 25.24154 23.95595 -3.19686 0.111 -0.214 -0.138 0.03
C 22.65888 13.12140 1.05019 0.252 -0.574 -1.020 -1.08
C 24.04120 13.12730 0.31264 -1.684 -1.171 -1.381 0.63
O 24.30162 12.35061 -0.64207 -0.325 1.681 2.457 -0.59
N 24.79553 14.13200 0.75977 1.882 -0.193 -1.239 -0.09
C 26.06623 14.53255 0.05740 -0.147 0.556 1.763 -0.59
H 22.58604 12.25556 1.70829 -0.006 0.132 0.096 0.31
H 21.88227 13.02230 0.29179 0.087 -0.305 -0.174 0.20
H 22.38578 14.05083 1.54987 0.473 -0.042 0.328 0.41
H 24.40533 14.66951 1.52064 0.487 0.099 -0.302 0.23
H 25.91863 15.53196 -0.35188 0.093 -0.283 -0.550 -0.14
H 26.51206 13.80586 -0.62176 -1.016 -0.015 -0.173 0.34
H 26.86348 14.65744 0.79011 -0.118 0.104 0.325 0.44
C 29.87453 21.11418 -4.38414 0.418 0.417 0.260 -0.65
C 29.77412 22.59680 -4.79658 -1.671 -1.583 0.477 -0.23
O 30.84276 23.41823 -4.40320 2.602 1.318 -1.124 -0.35
C 31.12103 23.84220 -3.18068 -4.270 -1.993 2.046 0.32
O 30.46761 23.42921 -2.21371 2.251 1.233 -1.715 -0.48
C 32.13277 25.01838 -3.08714 -1.318 -2.833 0.997 0.84
F 33.35921 24.44390 -3.16091 0.006 1.231 -0.382 -0.26
F 31.86264 25.88603 -4.03512 0.920 0.657 -0.218 -0.23
F 31.96739 25.54785 -1.87779 0.621 0.540 -0.510 -0.22
H 29.00304 20.53061 -4.68086 -0.302 0.382 -0.004 0.03
H 29.97533 21.01902 -3.30299 0.021 -0.057 -0.098 0.22
H 30.70496 20.60679 -4.87509 0.301 0.197 0.042 0.44
H 28.85566 23.03529 -4.40637 -0.069 -0.014 0.148 0.31
H 29.67951 22.61367 -5.88233 0.470 0.540 0.014 0.19
C 29.53000 17.93379 -0.51302 0.650 0.037 -0.199 -0.26
Br 29.29993 18.07331 1.42364 0.176 0.319 1.832 -0.35
Br 28.53358 19.31669 -1.50379 -0.828 1.291 -1.061 -0.30
Br 29.00604 16.15782 -1.07380 -0.269 -1.964 -0.702 -0.27
H 30.56590 18.07570 -0.82103 0.287 -0.029 0.326 0.24